150
Properties=species:S:1:pos:R:3:forces:R:3 method="wB97M-V/def2-TZVPD" molar_mass_g_mol=1023.07 total_charge=+1 spin_multiplicity=1 e_above_lowest_ev=0.000 gap_ev=9.48
C 18.5537 14.5983 10.8977 0.43 0.79 -1.99
C 17.2964 15.1266 10.2745 -0.46 0.07 1.36
C 16.2260 14.0366 10.3048 -0.08 -0.14 0.42
O 14.9237 14.5676 10.0451 0.64 -0.75 -0.09
C 14.6572 14.6263 8.6646 -0.99 0.47 -0.69
N 16.8031 16.2094 11.1897 0.07 1.19 -1.56
H 16.5674 15.9856 12.9450 0.13 0.13 -0.34
H 17.4620 17.0117 10.9778 -1.10 -0.93 0.63
H 15.8917 16.4719 10.7508 0.67 0.00 0.86
H 19.3242 15.3508 10.9458 0.33 0.37 -0.03
H 18.9451 13.7717 10.3489 0.34 -0.73 -0.34
H 18.3128 14.3224 11.8575 -0.35 -0.88 2.38
H 17.4575 15.6078 9.3391 0.16 -0.18 -1.23
H 16.2389 13.7250 11.3748 -0.33 -0.15 -0.71
H 16.4470 13.1471 9.6467 -0.12 0.92 0.57
H 15.1988 15.4677 8.1866 -0.28 -0.28 0.08
H 13.5580 14.7495 8.5422 0.73 0.21 0.16
H 14.8965 13.7111 8.1079 0.25 -0.04 0.35
C 12.8260 18.8170 9.3506 -1.26 -0.33 -2.58
C 13.9332 18.2817 10.2413 -1.08 -1.01 0.55
C 14.9476 19.3438 10.5164 0.09 -0.12 0.72
O 14.5768 20.2054 11.6196 0.86 0.20 -0.49
C 13.5321 21.2068 11.5367 -0.52 -0.18 -0.20
N 13.4589 17.6227 11.4815 -1.35 0.64 0.75
H 13.2154 18.3169 12.2342 0.46 -0.60 -1.48
H 12.5329 17.1782 11.2850 1.11 0.31 0.14
H 16.0278 20.0960 12.7130 1.20 0.37 0.69
H 12.1125 19.4975 9.8041 0.31 0.08 0.56
H 12.1422 18.0339 8.8761 1.02 0.44 0.93
H 13.1891 19.3484 8.4135 0.08 -0.51 1.15
H 14.4645 17.4699 9.7400 0.00 0.14 -0.59
H 15.0510 19.8243 9.5529 0.39 0.91 0.00
H 15.9175 18.8540 10.7738 -0.63 0.67 0.21
H 12.5646 20.6891 11.7337 0.61 0.75 0.51
H 13.3603 21.6671 10.5551 0.69 -0.36 -0.24
H 13.8136 22.0671 12.2018 -0.47 -1.19 -0.19
C 16.7105 21.3136 17.7081 -0.47 0.24 -1.98
C 17.2887 22.3071 18.6449 -0.92 1.23 1.02
C 18.3118 23.2835 18.0334 -0.11 -0.19 0.50
O 19.4826 22.5581 17.7016 -0.44 -0.99 -0.27
C 20.5772 23.3361 17.2826 -0.49 1.03 0.17
N 16.1688 23.0405 19.3340 -0.12 0.51 -1.42
H 15.7310 22.5193 20.0695 0.19 -0.60 0.41
H 15.9894 24.6636 20.0655 0.98 -3.02 -1.83
H 15.3760 23.2272 18.6807 1.02 -0.18 0.38
H 17.4757 20.9378 17.0530 0.36 -0.46 -0.22
H 15.9485 21.7395 17.0182 0.45 0.26 0.40
H 16.1926 20.5006 18.1675 -0.08 -0.64 0.70
H 17.8384 21.8064 19.4137 0.31 -0.47 0.66
H 18.5941 24.0588 18.7431 -0.28 0.11 0.34
H 17.8585 23.7748 17.1863 0.00 0.26 -0.75
H 21.3399 22.7035 16.8627 0.12 -0.46 -0.21
H 21.0276 23.8494 18.1510 -0.21 0.14 -0.37
H 20.2391 24.0572 16.5094 0.38 -0.14 0.40
C 19.8783 18.7642 13.8509 -2.24 -0.95 0.17
C 19.1573 18.4369 15.1800 -0.02 -0.28 -0.65
C 19.5549 19.3204 16.4084 0.52 -1.89 -0.26
O 18.7474 18.7160 17.4153 -0.17 0.03 -0.41
C 19.2102 18.9007 18.7227 0.06 2.35 0.26
N 17.6584 18.4593 15.1032 -0.51 -0.78 -0.91
H 17.3424 18.3474 16.0575 -0.29 -0.33 0.43
H 17.2378 19.3103 14.7627 0.17 0.88 -0.45
H 17.1930 17.7008 14.5057 0.90 0.48 0.89
H 19.6338 19.7454 13.5275 0.25 1.03 -0.19
H 19.6597 18.1093 12.9943 -0.77 -0.13 0.45
H 20.8888 18.5563 13.9466 2.19 0.32 0.62
H 19.2910 17.3639 15.4422 0.59 0.81 0.09
H 19.3374 20.4046 16.3924 0.36 -0.41 -0.47
H 20.6600 19.0945 16.5712 -1.20 0.58 0.03
H 20.0805 18.2810 18.8666 0.05 -0.54 0.69
H 18.3559 18.8287 19.4128 0.56 -0.70 -0.14
H 19.5497 19.9676 18.8362 -0.13 -0.72 -0.04
C 8.8207 13.4537 10.1991 0.34 0.74 0.86
C 9.1093 14.6853 11.1119 -1.92 -0.63 0.69
C 10.5180 15.2324 10.8529 -0.19 -0.57 1.50
O 11.4213 14.1514 10.8000 0.21 -0.51 -2.03
C 12.1169 13.7652 11.9648 -1.66 0.53 0.03
N 7.9897 15.7165 11.0102 -0.11 -0.71 0.51
H 8.4447 17.4618 11.7704 1.10 -0.90 0.32
H 7.5442 15.6696 10.1024 0.20 -0.06 -0.29
H 7.2243 15.4374 11.6529 0.82 0.13 -0.46
H 8.5789 13.8402 9.2157 0.81 -0.10 -0.67
H 7.8903 12.9316 10.4201 0.15 -0.11 0.75
H 9.7166 12.8076 10.3072 -0.86 0.16 -0.78
H 9.0534 14.3504 12.1776 0.25 0.18 -0.73
H 10.8273 15.8619 11.6826 -0.24 0.47 0.06
H 10.5100 15.8164 9.9476 0.36 0.07 -0.64
H 12.9421 14.4285 12.0575 0.55 1.04 1.03
H 12.6063 12.8237 11.8128 -0.31 -0.83 -0.26
H 11.3374 13.7135 12.7623 1.25 0.07 0.15
C 17.4341 21.4497 12.4037 -2.32 -0.10 1.73
O 18.5895 21.2523 11.7778 0.80 -1.04 -0.95
O 16.9271 20.2986 13.1377 -0.95 0.02 -1.52
C 17.6487 22.5167 13.5005 -1.73 1.24 -1.78
F 18.2582 23.6079 12.9381 -0.13 -1.07 1.15
F 16.3881 22.9346 13.8632 0.86 -0.14 0.11
F 18.2443 22.0874 14.5876 0.73 0.17 0.19
C 18.5994 20.6347 10.4681 -0.78 1.72 -0.89
C 20.0369 20.6697 10.0406 -0.04 -1.20 -1.67
H 20.6591 20.2650 10.8283 0.23 0.21 0.22
H 20.1878 19.9796 9.1511 -0.23 0.86 0.90
H 20.3135 21.6658 9.7324 0.39 0.24 0.19
H 17.9228 21.2652 9.7931 0.90 -0.67 0.76
H 18.2208 19.6261 10.3650 -0.30 -0.42 0.94
H 16.5386 21.7983 11.8197 1.12 -0.06 -0.16
C 14.5883 25.9796 20.0750 -0.83 -0.29 0.30
O 13.4409 25.1362 20.1135 0.65 -0.07 0.18
O 15.7976 25.4427 20.5097 -1.51 3.12 1.09
C 14.5691 26.6144 18.6752 2.19 0.01 0.66
F 15.0407 25.7338 17.7766 0.37 -0.02 -0.44
F 13.4464 27.0689 18.2425 -2.35 -0.03 -0.31
F 15.3541 27.7265 18.7069 0.70 -0.63 -0.09
C 13.1026 24.7038 21.4576 0.44 3.01 0.63
C 11.5978 24.4110 21.5255 1.76 -1.19 -1.44
H 11.1063 25.3192 21.4486 -1.06 1.88 0.35
H 11.2766 23.9117 20.6089 0.21 -0.49 0.11
H 11.2903 23.8474 22.3766 -0.10 -0.29 0.66
H 13.3234 25.6652 22.1239 -0.38 -2.07 -0.89
H 13.8388 23.9568 21.7256 -0.35 -0.52 0.38
H 14.4694 26.8070 20.7279 -0.58 0.94 0.84
C 9.4064 19.0752 12.1474 -1.79 -1.07 -1.95
O 10.0854 19.4977 11.0039 -0.14 -0.07 -1.36
O 9.3037 17.6697 12.2248 -1.02 1.27 -0.28
C 10.1860 19.4871 13.3325 1.20 2.42 -0.17
F 9.5310 19.3180 14.4472 -0.19 -0.97 0.94
F 11.4016 18.9008 13.3478 -0.41 -0.41 0.48
F 10.4594 20.8228 13.2938 -0.04 -0.07 -0.24
C 9.3849 19.4221 9.6499 -0.18 1.76 2.78
C 9.8188 20.6507 8.8482 -0.73 -0.66 -0.32
H 9.9551 21.5650 9.4222 -0.13 -0.24 0.36
H 10.7325 20.4443 8.3104 0.16 0.09 -0.33
H 8.9802 20.8289 8.1529 0.60 0.08 -0.10
H 8.3088 19.5345 9.8815 0.36 -0.34 -0.13
H 9.5710 18.4836 9.1546 0.23 -0.35 0.04
H 8.3614 19.5245 12.1703 1.13 -0.20 0.22
C 15.1251 16.2640 14.2666 1.11 0.77 -0.44
O 15.0804 17.4587 14.9957 0.10 0.12 -0.34
O 16.5013 16.0344 13.9299 -1.28 0.43 0.18
C 14.7233 15.0945 15.1329 -0.37 -1.42 0.15
F 14.4554 13.9931 14.3571 0.29 0.87 0.61
F 15.7454 14.7816 15.9501 -0.91 0.00 0.07
F 13.6010 15.3245 15.8701 0.95 -0.11 -0.45
C 13.7859 18.1448 15.0019 2.18 0.10 1.19
C 14.0880 19.5732 15.3824 0.22 0.89 0.74
H 13.1464 20.1355 15.4790 0.21 -0.18 -0.01
H 14.5731 19.5965 16.4103 -0.40 0.04 -1.32
H 14.7046 20.1377 14.6343 -0.36 -0.68 0.65
H 13.3008 17.6472 15.8226 -1.20 0.02 -0.16
H 13.3543 18.0688 14.0331 -0.60 -0.35 -0.37
H 14.4984 16.3879 13.3766 0.01 -0.50 -0.07